Record 1
115
Properties=species:S:1:pos:R:3:forces:R:3 method="wB97M-V/def2-TZVPD" e_above_lowest_kcal_mol=25.29 lumo_ev=4.28 e_tot_ev=-112838.3560 homo_lumo_gap_ev=4.61 charge=-2
Cd 0.377 0.010 1.139 0.12 0.90 0.54
C 0.838 -0.429 -3.701 0.28 0.03 -0.47
N 0.938 -1.882 -3.814 -0.13 0.11 0.22
C 0.310 -2.680 -2.784 -0.30 0.36 0.04
P 0.500 -1.820 -1.029 0.51 -1.90 -0.48
C 2.320 -1.541 -1.247 0.32 -0.21 0.02
C 2.958 -0.329 -0.991 -0.17 0.05 -0.06
C 4.323 -0.182 -1.176 0.21 -0.01 -0.04
C 5.093 -1.247 -1.624 -0.03 0.06 0.01
C 4.473 -2.453 -1.905 0.00 -0.14 -0.05
C 3.106 -2.597 -1.716 0.06 0.19 0.01
C 0.599 -3.501 -0.215 -0.15 0.18 0.23
C 1.636 -3.976 0.586 -0.03 -0.09 -0.14
C 1.564 -5.237 1.162 0.03 -0.10 0.05
C 0.449 -6.039 0.973 -0.01 -0.03 0.05
C -0.618 -5.556 0.226 -0.02 -0.05 0.01
C -0.544 -4.296 -0.342 0.07 0.00 -0.17
C 1.702 -2.459 -4.777 0.11 -0.22 -0.24
C 1.630 -3.841 -5.077 -0.10 -0.09 0.12
C 2.453 -4.423 -6.021 0.12 0.03 -0.05
C 3.378 -3.672 -6.736 0.02 -0.03 -0.08
C 3.422 -2.303 -6.501 0.01 -0.11 -0.03
C 2.607 -1.706 -5.560 -0.06 0.22 0.04
P -0.247 0.443 -2.136 -0.69 1.09 -0.95
C -1.782 -0.436 -2.700 -0.09 0.07 0.28
C -2.487 -1.195 -1.760 -0.02 0.02 -0.08
C -3.638 -1.886 -2.103 0.04 0.00 0.04
C -4.120 -1.825 -3.403 -0.07 -0.08 -0.04
C -3.443 -1.064 -4.343 -0.03 -0.02 -0.08
C -2.289 -0.375 -3.993 0.12 -0.16 -0.04
C -0.220 1.974 -3.223 0.34 -0.12 -0.03
C 1.024 2.546 -3.494 -0.02 -0.08 -0.03
C 1.142 3.728 -4.211 0.02 0.04 -0.04
C 0.005 4.364 -4.686 0.03 0.05 -0.04
C -1.240 3.810 -4.426 -0.04 0.05 -0.05
C -1.352 2.636 -3.697 0.04 0.00 -0.02
H 0.521 -0.037 -4.679 0.01 0.00 0.05
H 1.848 -0.030 -3.525 -0.04 0.05 -0.03
H 0.720 -3.687 -2.766 0.11 0.11 0.08
H -0.765 -2.770 -2.986 0.03 -0.11 0.15
H 2.367 0.511 -0.646 0.04 -0.03 0.00
H 4.800 0.769 -0.965 -0.07 0.03 0.03
H 6.164 -1.142 -1.756 0.00 0.04 -0.01
H 5.048 -3.292 -2.279 0.01 0.01 0.01
H 2.657 -3.556 -1.930 -0.03 0.00 -0.03
H 2.522 -3.376 0.743 -0.01 0.04 -0.02
H 2.395 -5.603 1.754 -0.01 0.04 0.04
H 0.405 -7.031 1.408 0.01 0.01 0.02
H -1.501 -6.170 0.088 -0.02 0.05 -0.01
H -1.381 -3.911 -0.918 -0.05 -0.06 0.01
H 0.898 -4.464 -4.583 0.01 0.04 0.05
H 2.365 -5.487 -6.213 -0.03 0.00 0.03
H 4.030 -4.137 -7.466 -0.01 0.01 -0.01
H 4.113 -1.685 -7.064 0.00 0.02 0.03
H 2.676 -0.639 -5.410 -0.02 0.00 0.04
H -2.110 -1.240 -0.745 -0.08 0.04 0.06
H -4.165 -2.461 -1.350 0.02 -0.03 -0.01
H -5.014 -2.372 -3.679 -0.01 0.03 -0.01
H -3.808 -1.017 -5.364 0.00 0.02 0.01
H -1.768 0.196 -4.752 0.04 0.01 0.02
H 1.914 2.057 -3.115 0.04 0.06 0.00
H 2.121 4.157 -4.394 0.00 -0.01 0.02
H 0.087 5.291 -5.243 0.00 -0.01 0.00
H -2.134 4.312 -4.781 -0.02 -0.02 0.03
H -2.337 2.258 -3.455 0.00 -0.04 0.01
Cl -1.298 -2.316 2.472 -0.30 -0.28 0.23
C -0.126 -2.550 3.787 0.09 0.10 -0.02
Cl 1.513 -2.131 3.288 0.22 -0.21 0.32
H -0.139 -3.598 4.064 -0.04 0.05 -0.02
H -0.389 -1.885 4.603 -0.04 0.00 0.03
C -2.873 3.896 0.134 0.02 0.11 0.05
C -1.498 3.947 -0.083 -0.01 0.06 0.05
C -0.840 2.838 -0.577 -0.01 -0.23 0.02
C -1.501 1.654 -0.944 -0.38 0.20 0.13
C -2.873 1.625 -0.679 0.25 0.15 0.04
C -3.544 2.717 -0.131 -0.17 -0.03 0.04
H -3.398 4.766 0.511 -0.02 -0.04 0.05
H -0.954 4.859 0.138 0.04 -0.03 0.00
H 0.234 2.893 -0.741 0.02 0.03 0.05
H -3.463 0.751 -0.926 -0.04 -0.04 0.00
H -4.607 2.638 0.078 -0.01 0.05 -0.05
C -3.544 4.541 4.085 0.20 -0.17 -0.09
Si -1.808 3.759 4.285 0.02 0.26 0.02
C -0.549 5.040 3.663 -0.16 -0.23 0.03
C -1.529 3.599 6.161 0.02 -0.11 -0.26
C -1.612 2.141 3.309 -0.13 0.02 0.29
H -3.586 5.537 4.533 0.05 0.04 0.04
H -4.320 3.936 4.558 0.01 -0.08 0.06
H -3.811 4.635 3.031 0.03 0.02 -0.07
H -0.641 5.987 4.201 -0.06 0.02 0.05
H -0.685 5.238 2.599 -0.04 -0.02 -0.05
H 0.468 4.671 3.798 0.02 -0.08 0.02
H -1.308 4.572 6.607 -0.02 0.11 -0.06
H -0.692 2.934 6.374 0.05 -0.01 -0.01
H -2.403 3.195 6.676 -0.06 -0.04 -0.02
H -2.447 1.450 3.496 -0.05 0.15 -0.14
H -1.671 2.406 2.249 -0.17 0.08 -0.04
C -2.210 0.184 5.532 0.16 -0.02 0.05
C -0.709 0.348 5.652 -0.04 -0.05 0.05
C -0.107 -0.233 6.763 0.03 -0.03 0.06
C 1.263 -0.242 6.974 0.00 -0.11 0.12
C 2.066 0.361 6.003 -0.11 0.02 0.07
C 1.532 0.957 4.887 0.07 0.02 -0.01
C 2.441 1.613 3.882 -0.05 -0.10 0.10
C 0.098 1.002 4.647 0.02 -0.03 -0.02
N -0.282 1.613 3.525 0.25 0.03 0.13
H -2.738 1.139 5.517 -0.09 -0.08 -0.03
H -2.580 -0.382 6.392 0.01 -0.01 0.01
H -2.487 -0.371 4.631 -0.05 0.07 -0.03
H -0.748 -0.719 7.496 -0.04 0.02 -0.02
H 1.685 -0.708 7.857 0.03 0.01 -0.02
H 3.145 0.366 6.137 0.02 0.05 -0.04
H 3.334 2.020 4.364 0.02 -0.05 0.03
H 1.889 2.403 3.376 0.08 0.02 -0.10
H 2.767 0.895 3.120 -0.08 0.09 -0.08

Record 2
20
Properties=species:S:1:pos:R:3:forces:R:3 method="wB97M-V/def2-TZVPD" e_above_lowest_kcal_mol=1.67 lumo_ev="0.89 / 0.47" e_tot_ev=-17591.8961 s2=0.75 homo_lumo_gap_ev="9.19 / 10.50" multiplicity=2 charge=0
C -1.755 2.798 0.228 1.80 -1.66 -0.37
F -2.545 2.642 1.300 0.39 -0.37 -0.17
F -2.528 2.887 -0.846 0.39 -0.38 0.22
F -1.126 3.970 0.384 0.14 -0.30 0.01
C 0.113 1.457 1.086 -0.15 0.55 0.57
O -0.811 1.698 0.022 -2.02 2.72 -0.12
H 1.020 0.974 0.710 -0.67 -0.45 -0.29
H 0.532 2.376 1.514 -0.57 0.11 0.05
H -0.449 0.878 1.830 0.74 0.01 0.09
C -1.082 -1.265 0.104 -0.22 -0.80 -0.08
C 0.298 -1.799 -0.032 -0.05 0.12 0.30
O 0.811 -1.501 -1.306 -0.10 0.17 -0.18
C 2.123 -1.965 -1.495 0.22 -0.10 -0.01
H -1.714 -1.244 -0.785 0.23 0.18 0.30
H -1.568 -1.386 1.075 0.14 0.20 -0.30
H 0.307 -2.901 0.123 0.01 0.19 0.02
H 0.950 -1.365 0.755 -0.09 -0.21 -0.15
H 2.177 -3.063 -1.384 0.03 0.23 -0.02
H 2.431 -1.689 -2.510 -0.10 -0.08 0.27
H 2.817 -1.502 -0.772 -0.12 -0.13 -0.14

Record 3
11
Properties=species:S:1:pos:R:3:forces:R:3 method="wB97M-V/def2-TZVPD" e_above_lowest_kcal_mol=30.11 smiles="C#CCC(N)=O" lumo_ev=0.79 e_tot_ev=-7765.2207 homo_lumo_gap_ev=10.59 charge=0
C 2.496 0.307 0.167 -0.43 -0.20 -0.14
C 1.437 -0.181 -0.129 0.45 0.24 0.12
C 0.134 -0.751 -0.481 0.05 -0.10 0.00
C -0.951 -0.267 0.486 -0.03 -0.01 0.13
N -1.682 0.788 0.029 -0.06 0.03 0.12
O -1.142 -0.795 1.561 0.03 0.16 -0.33
H 3.439 0.734 0.431 -0.17 -0.08 -0.04
H 0.164 -1.841 -0.402 0.04 0.13 -0.01
H -0.119 -0.489 -1.514 0.04 -0.05 0.11
H -2.333 1.216 0.669 0.06 -0.04 -0.08
H -1.443 1.278 -0.816 0.02 -0.08 0.12

Record 4
14
Properties=species:S:1:pos:R:3:forces:R:3 method="wB97M-V/def2-TZVPD" e_above_lowest_kcal_mol=73.28 smiles=C[C@H]1C[C@H]2O[C@@H]12 lumo_ev=1.14 e_tot_ev=-7359.0774 homo_lumo_gap_ev=11.05 charge=0
C -0.487 0.117 1.672 0.16 -0.17 0.12
C -0.599 0.105 0.171 0.50 -0.09 0.13
C 0.492 0.995 -0.742 -0.87 -0.64 1.68
C 0.814 -0.295 -1.458 -0.22 0.08 -0.20
O 1.292 -1.168 -0.419 0.22 -0.26 -0.16
C -0.102 -1.067 -0.626 -0.32 -0.64 0.08
H 0.570 0.031 1.922 -0.06 -0.06 0.27
H -1.034 -0.721 2.116 0.05 0.07 0.02
H -0.886 1.044 2.105 0.15 -0.18 -0.16
H -1.653 0.324 -0.133 0.85 0.21 -0.02
H 1.372 1.501 -0.323 -0.65 -0.03 0.24
H -0.384 1.579 -0.882 0.33 1.63 -2.29
H 1.203 -0.542 -2.445 -0.20 0.36 0.18
H -0.659 -1.949 -0.902 0.06 -0.29 0.10

Record 5
8
Properties=species:S:1:pos:R:3:forces:R:3 method="wB97M-V/def2-TZVPD" e_above_lowest_kcal_mol=42.72 lumo_ev=3.49 e_tot_ev=-35972.6982 homo_lumo_gap_ev=9.42 charge=-1
C 0.655 0.494 0.451 -1.70 3.08 -0.52
O -0.578 -0.377 -1.952 0.99 0.41 -0.81
O -0.037 -1.937 -0.135 -0.76 1.61 -0.24
O -1.908 -0.250 0.033 1.09 -0.64 0.16
F 0.631 2.228 0.426 -0.24 -3.58 -0.62
F 0.537 0.403 1.750 0.11 -0.68 0.10
S -0.627 -0.648 -0.551 -1.42 -0.27 2.06
Cl 2.142 0.110 -0.200 1.93 0.07 -0.12

Record 6
15
Properties=species:S:1:pos:R:3:forces:R:3 method="wB97M-V/def2-TZVPD" e_above_lowest_kcal_mol=24.20 lumo_ev=-0.92 e_tot_ev=-35531.1018 homo_lumo_gap_ev=8.84 charge=0
Ti 4.527 5.097 4.353 -3.48 -5.16 2.32
O 2.930 6.002 3.588 2.11 -0.17 -0.03
H 2.369 6.217 2.817 0.81 -0.47 0.68
O 6.239 4.414 5.054 -0.98 1.22 -1.29
H 7.107 3.973 5.130 -1.11 0.42 -0.32
O 3.580 4.825 6.046 0.79 0.56 -1.30
H 3.310 5.161 6.923 0.43 0.91 -1.50
O 4.080 3.388 3.537 0.62 1.92 0.73
H 3.603 2.536 3.510 0.43 1.12 0.21
O 5.155 6.946 5.114 0.35 0.99 0.04
H 4.862 7.318 5.946 -0.41 -0.28 0.34
H 5.742 7.607 4.749 0.29 0.03 -0.37
O 3.438 3.506 8.452 -0.02 -0.01 0.82
H 3.342 3.975 7.623 0.29 -0.91 -0.33
H 2.879 2.735 8.358 -0.12 -0.16 0.00